1.
Here is a molecular structure, C14H30N2O10Pb at a distorted geometry from the Open Molecules 2025 dataset. Energies are from ωB97M-V with the def2-TZVPD basis set.

Element x y z (Å)
Pb (-1.4324, -1.3449, -0.5906)
C (-4.0667, -2.5157, -1.2455)
O (-3.7101, -2.5557, -0.0160)
O (-5.1026, -3.1562, -1.6158)
O (-3.2573, -1.9090, -2.0738)
C (-0.4397, -4.0699, -1.1639)
O (-0.4840, -3.1836, -2.0907)
O (-0.6183, -5.3224, -1.4069)
O (-0.4232, -3.6861, 0.0797)
C (-1.3089, 0.4807, -3.7824)
O (-1.2031, 0.7729, -2.3894)
C (-2.0198, 1.8549, -1.9587)
C (-1.6892, 2.1143, -0.4808)
N (-2.1558, 1.0065, 0.3195)
C (-1.5180, 1.0904, 1.6336)
C (-1.9808, 0.0266, 2.5927)
O (-1.7252, -1.2343, 2.0382)
C (-1.8984, -2.3016, 2.9226)
H (-0.7699, 1.2889, -4.2890)
H (-2.3688, 0.3936, -4.0217)
H (-0.7693, -0.4507, -3.9470)
H (-3.0708, 1.5767, -2.0639)
H (-1.7367, 2.7436, -2.5323)
H (-2.1433, 3.0365, -0.0877)
H (-0.6265, 2.2805, -0.2950)
H (-3.1314, 1.0474, 0.5964)
H (-1.8405, 2.0415, 2.0951)
H (-0.4377, 1.2020, 1.6915)
H (-2.9103, 0.2335, 3.1341)
H (-1.2671, 0.1828, 3.4209)
H (-2.8670, -2.4295, 3.4093)
H (-1.1534, -2.2600, 3.7332)
H (-1.5967, -3.2533, 2.4823)
C (2.4698, 2.1942, 2.6029)
O (1.8715, 1.2206, 1.7413)
C (2.0389, -0.1365, 2.1443)
C (1.8592, -1.0966, 0.9328)
N (1.2267, -0.4021, -0.2063)
C (1.9171, -0.6148, -1.4915)
C (3.1222, 0.2880, -1.5798)
O (2.7313, 1.6864, -1.4798)
C (3.7512, 2.5887, -1.3419)
H (2.0655, 3.1838, 2.3960)
H (3.5463, 2.1766, 2.4248)
H (2.1638, 1.9006, 3.6097)
H (1.4523, -0.4493, 3.0125)
H (3.0709, -0.3274, 2.4618)
H (1.3019, -1.9251, 1.3780)
H (2.8455, -1.5449, 0.7871)
H (1.2296, 0.5943, -0.0522)
H (1.2346, -0.2985, -2.2813)
H (2.1597, -1.6647, -1.6467)
H (3.5368, 0.2279, -2.5951)
H (4.0012, 0.0457, -0.9748)
H (3.4782, 3.6354, -1.1705)
H (4.2829, 2.6822, -2.3004)
H (4.3658, 2.3355, -0.4689)

Summary:
HOMO energy: 0.5693 eV
largest force on an atom: 4.68 eV/A
net charge: -2
lowest unoccupied orbital energy: 3.64 eV


2.
Here is a single C4H7N2OP molecule at a distorted geometry from the Open Molecules 2025 dataset. Energies are from ωB97M-V with the def2-TZVPD basis set.

Element x y z (Å)
N (2.2524, 0.8248, 1.0073)
P (1.7221, -0.3629, 0.0249)
N (2.1537, 0.2952, -1.4816)
C (0.0750, -0.5757, -0.0166)
C (-1.1096, -1.2154, 0.0849)
C (-2.4166, -0.7189, 0.1093)
C (-2.5213, 0.7275, 0.2001)
O (-1.6034, 1.5513, 0.2822)
H (2.8662, 0.4254, 1.7632)
H (1.6900, 1.5307, 1.3379)
H (1.6494, -0.1492, -2.3196)
H (3.1564, 0.1540, -1.4906)
H (-1.0602, -2.2686, -0.0094)
H (-3.2836, -1.4058, -0.0157)
H (-3.5706, 1.1876, 0.5238)

Summary:
HOMO energy (spin up / spin down): -7.6960 / -7.6964 eV
structure (SMILES): NP(N)#C/C=C\C=O
largest force on an atom: 4.46 eV/A
relative energy (zero: lowest compared OMol25 entry of this formula, charge and spin): 89.3 kcal/mol
lowest unoccupied orbital energy (spin up / spin down): -1.02 / -1.02 eV


3.
Here is a single C20H25N3O3 molecule from the Open Molecules 2025 dataset. Energies are from ωB97M-V with the def2-TZVPD basis set.

Element x y z (Å)
C (-3.2263, 1.4274, -0.7620)
O (-2.0137, 1.1769, -0.0983)
C (-0.9424, 1.9567, -0.3831)
C (-0.9102, 2.9050, -1.3994)
C (0.2447, 3.6173, -1.6709)
C (1.3891, 3.4037, -0.9272)
C (1.3655, 2.4766, 0.0986)
C (0.2185, 1.7504, 0.3815)
N (0.2725, 0.8006, 1.4190)
C (-0.6457, 0.6303, 2.4000)
O (-1.6274, 1.3252, 2.5456)
C (-0.2839, -0.4735, 3.4124)
N (-0.2181, -1.8496, 2.9745)
C (-1.4003, -2.3575, 2.3243)
C (-1.5063, -1.9684, 0.8332)
N (-0.1757, -1.8066, 0.2888)
C (-0.0020, -1.2152, -0.9481)
C (-1.0625, -1.1027, -1.8466)
C (-0.9263, -0.4469, -3.0567)
C (0.2860, 0.1069, -3.4089)
C (1.3592, 0.0125, -2.5357)
C (1.2286, -0.6198, -1.3138)
O (2.2495, -0.6721, -0.3817)
C (3.5186, -0.1959, -0.7528)
C (0.7828, -2.7132, 0.8700)
C (1.0001, -2.3353, 2.3475)
H (-3.5642, 2.4559, -0.6049)
H (-3.9502, 0.7443, -0.3198)
H (-3.1426, 1.2249, -1.8353)
H (-1.7858, 3.0821, -2.0028)
H (0.2444, 4.3400, -2.4730)
H (2.2909, 3.9591, -1.1366)
H (2.2454, 2.3076, 0.7031)
H (1.0786, 0.1911, 1.3936)
H (0.6761, -0.2159, 3.8694)
H (-1.0503, -0.4206, 4.1941)
H (-1.3759, -3.4484, 2.4223)
H (-2.2781, -1.9912, 2.8583)
H (-2.0278, -1.0148, 0.7289)
H (-2.0808, -2.7491, 0.3065)
H (-2.0141, -1.5413, -1.5951)
H (-1.7707, -0.3829, -3.7276)
H (0.4089, 0.6191, -4.3505)
H (2.2947, 0.4696, -2.8150)
H (3.9138, -0.7368, -1.6187)
H (3.5006, 0.8760, -0.9719)
H (4.1639, -0.3780, 0.1067)
H (1.7235, -2.6702, 0.3279)
H (0.4013, -3.7441, 0.8034)
H (1.3379, -3.2267, 2.8969)
H (1.7862, -1.5825, 2.4302)

Summary:
HOMO energy: -7.3789 eV
structure (SMILES): COc1ccccc1NC(=O)CN1CCN(c2ccccc2OC)CC1
largest force on an atom: 0.63 eV/A
relative energy (zero: lowest compared OMol25 entry of this formula, charge and spin): 74.3 kcal/mol
lowest unoccupied orbital energy: 0.69 eV


4.
Here is 13 unconnected molecules or ions with the total composition C5H35NO13 at a distorted geometry from the Open Molecules 2025 dataset. Energies are from ωB97M-V with the def2-TZVPD basis set.

Element x y z (Å)
C (1.1686, -0.4259, 0.0582)
N (2.1944, 0.3393, -0.4346)
C (1.9175, 1.5371, -1.2273)
C (1.6668, 2.7457, -0.3103)
C (3.4970, -0.3077, -0.6137)
C (3.4566, -1.2693, -1.8147)
O (0.0098, -0.0236, 0.0432)
H (1.4031, -1.3781, 0.5432)
H (2.7704, 1.7012, -1.8896)
H (1.0492, 1.3890, -1.8714)
H (0.8541, 2.5489, 0.3756)
H (2.5395, 2.9682, 0.3141)
H (1.4710, 3.6331, -0.9035)
H (3.7238, -0.8333, 0.3197)
H (4.2293, 0.4911, -0.7714)
H (2.7665, -2.0851, -1.6274)
H (4.4674, -1.6245, -2.0090)
H (3.0667, -0.7584, -2.6986)
H (-0.3094, -3.1394, 1.1145)
H (1.0758, -3.9616, 0.9506)
O (0.5506, -3.3910, 1.5385)
H (-4.6066, 1.0735, -0.6637)
H (-3.5436, 0.6815, 0.4516)
O (-3.7517, 0.6420, -0.5534)
H (-1.1118, 0.5592, -2.7948)
H (-1.4695, 0.2172, -4.2750)
O (-0.9956, -0.1386, -3.5100)
H (0.6637, 0.1549, -3.5800)
H (1.6566, 0.7533, -4.5814)
O (1.5956, 0.4689, -3.6650)
H (-1.1604, -1.3584, 0.3711)
H (-2.2160, -2.2748, -0.3261)
O (-1.6030, -2.2216, 0.4590)
H (-2.2495, 1.3873, -1.1955)
H (-0.7891, 1.1979, -0.9107)
O (-1.3519, 1.6000, -1.5819)
H (0.5971, -1.7467, 4.3184)
H (0.4916, -2.1615, 2.8238)
O (0.3050, -1.4154, 3.4469)
H (-2.5735, 1.5856, 2.2051)
H (-3.0265, 0.1441, 2.4422)
O (-3.3057, 0.9622, 1.9578)
H (0.7216, 0.2531, 3.1455)
H (1.4865, 1.2262, 2.1878)
O (1.0047, 1.1926, 3.0142)
H (-1.4880, -1.3407, 3.2616)
H (-2.2975, -1.7888, 2.0331)
O (-2.4007, -1.4183, 2.9314)
H (-3.4298, -0.9292, -1.2682)
H (-2.3948, -1.4225, -2.3421)
O (-3.0467, -1.7322, -1.6918)
H (-1.4826, 2.9809, 3.4951)
H (-0.4742, 2.1086, 2.6838)
O (-1.3224, 2.6042, 2.6252)

Summary:
HOMO energy (spin up / spin down): -13.1897 / -13.1889 eV
2S+1: 2
largest force on an atom: 2.45 eV/A
net charge: +1
relative energy (zero: lowest compared OMol25 entry of this formula, charge and spin): 0.0 kcal/mol
lowest unoccupied orbital energy (spin up / spin down): -4.06 / -8.80 eV


Please write out number 1 again, unchanged.
Here is a molecular structure, C14H30N2O10Pb at a distorted geometry from the Open Molecules 2025 dataset. Energies are from ωB97M-V with the def2-TZVPD basis set.

Element x y z (Å)
Pb (-1.4324, -1.3449, -0.5906)
C (-4.0667, -2.5157, -1.2455)
O (-3.7101, -2.5557, -0.0160)
O (-5.1026, -3.1562, -1.6158)
O (-3.2573, -1.9090, -2.0738)
C (-0.4397, -4.0699, -1.1639)
O (-0.4840, -3.1836, -2.0907)
O (-0.6183, -5.3224, -1.4069)
O (-0.4232, -3.6861, 0.0797)
C (-1.3089, 0.4807, -3.7824)
O (-1.2031, 0.7729, -2.3894)
C (-2.0198, 1.8549, -1.9587)
C (-1.6892, 2.1143, -0.4808)
N (-2.1558, 1.0065, 0.3195)
C (-1.5180, 1.0904, 1.6336)
C (-1.9808, 0.0266, 2.5927)
O (-1.7252, -1.2343, 2.0382)
C (-1.8984, -2.3016, 2.9226)
H (-0.7699, 1.2889, -4.2890)
H (-2.3688, 0.3936, -4.0217)
H (-0.7693, -0.4507, -3.9470)
H (-3.0708, 1.5767, -2.0639)
H (-1.7367, 2.7436, -2.5323)
H (-2.1433, 3.0365, -0.0877)
H (-0.6265, 2.2805, -0.2950)
H (-3.1314, 1.0474, 0.5964)
H (-1.8405, 2.0415, 2.0951)
H (-0.4377, 1.2020, 1.6915)
H (-2.9103, 0.2335, 3.1341)
H (-1.2671, 0.1828, 3.4209)
H (-2.8670, -2.4295, 3.4093)
H (-1.1534, -2.2600, 3.7332)
H (-1.5967, -3.2533, 2.4823)
C (2.4698, 2.1942, 2.6029)
O (1.8715, 1.2206, 1.7413)
C (2.0389, -0.1365, 2.1443)
C (1.8592, -1.0966, 0.9328)
N (1.2267, -0.4021, -0.2063)
C (1.9171, -0.6148, -1.4915)
C (3.1222, 0.2880, -1.5798)
O (2.7313, 1.6864, -1.4798)
C (3.7512, 2.5887, -1.3419)
H (2.0655, 3.1838, 2.3960)
H (3.5463, 2.1766, 2.4248)
H (2.1638, 1.9006, 3.6097)
H (1.4523, -0.4493, 3.0125)
H (3.0709, -0.3274, 2.4618)
H (1.3019, -1.9251, 1.3780)
H (2.8455, -1.5449, 0.7871)
H (1.2296, 0.5943, -0.0522)
H (1.2346, -0.2985, -2.2813)
H (2.1597, -1.6647, -1.6467)
H (3.5368, 0.2279, -2.5951)
H (4.0012, 0.0457, -0.9748)
H (3.4782, 3.6354, -1.1705)
H (4.2829, 2.6822, -2.3004)
H (4.3658, 2.3355, -0.4689)

Summary:
HOMO energy: 0.5693 eV
largest force on an atom: 4.68 eV/A
net charge: -2
lowest unoccupied orbital energy: 3.64 eV


Question: Which value of largest force on an atom does entry 2 give?
Answer: 4.46 eV/A


Question: Number 2 is which compound?
Answer: C4H7N2OP